Record 1
{"formula": "C18H18N6O5", "method": "ωB97M-V with the def2-TZVPD basis set", "charge": 0, "lumo_energy_ha": -0.017, "relative_energy_kcal_mol": 0.0, "elements": ["O", "O", "O", "O", "O", "N", "N", "N", "N", "N", "N", "C", "C", "C", "C", "C", "C", "C", "C", "C", "C", "C", "C", "C", "C", "C", "C", "C", "C", "H", "H", "H", "H", "H", "H", "H", "H", "H", "H", "H", "H", "H", "H", "H", "H", "H", "H"], "xyz": [[1.054, -1.792, 2.911], [0.976, -2.242, 0.045], [2.359, -1.000, -1.333], [1.339, 2.233, 0.675], [-1.834, 1.656, -3.920], [2.233, 0.045, -2.266], [1.055, -1.386, -0.814], [0.157, 1.122, -3.043], [0.872, 0.196, 1.710], [-1.917, 0.357, -2.005], [-1.697, -0.880, 0.264], [0.861, 0.275, -2.309], [0.136, -0.599, -1.436], [4.071, -1.508, 1.925], [3.085, 0.645, 1.399], [-1.187, 0.988, -2.950], [-1.317, -0.749, -1.347], [-0.520, 0.484, 2.035], [1.571, -0.870, 2.294], [-2.808, 1.020, 1.291], [-3.862, 0.050, 0.791], [-3.195, 1.218, -4.126], [5.269, -1.036, 1.366], [-3.127, -1.266, 0.526], [1.719, 1.202, 1.223], [5.388, 0.294, 0.913], [2.986, -0.634, 1.928], [4.275, 1.145, 0.906], [-1.441, 0.501, 0.824], [-4.656, -0.041, 1.541], [-2.796, 1.009, 2.391], [4.299, 2.172, 0.533], [-3.637, 1.974, -4.781], [6.130, -1.707, 1.279], [-3.719, 1.153, -3.167], [-1.023, 1.098, 0.000], [-1.102, -1.585, 0.757], [3.930, -2.513, 2.329], [-3.482, -1.862, -0.317], [-1.705, -1.803, -1.514], [-3.150, -1.904, 1.415], [-2.992, 2.064, 1.025], [-4.329, 0.386, -0.139], [6.348, 0.656, 0.539], [-0.563, 1.477, 2.503], [-3.209, 0.237, -4.619], [-0.845, -0.280, 2.748]], "mulliken_charge": [-0.67, -0.78, -0.16, -0.67, -0.39, -0.65, 0.74, -0.74, 0.71, -0.49, -0.04, 1.24, 0.31, -0.71, 0.27, 0.55, -0.71, -2.17, 0.32, -1.06, -0.60, -0.59, -0.54, -0.55, 0.37, -0.43, 0.66, -0.67, 0.89, 0.44, 0.48, 0.45, 0.27, 0.39, 0.21, 0.35, 0.42, 0.48, 0.39, 0.26, 0.39, 0.32, 0.21, 0.39, 0.31, 0.24, 0.55]}



Record 2
{"formula": "C3H7N3O2", "method": "ωB97M-V with the def2-TZVPD basis set", "charge": 0, "lumo_energy_ha": 0.022, "relative_energy_kcal_mol": 78.5, "smiles": "[H]/N=C(/N)NC(=O)CO", "elements": ["O", "O", "N", "N", "N", "C", "C", "C", "H", "H", "H", "H", "H", "H", "H"], "xyz": [[-0.655, -1.314, 0.981], [-2.844, 0.314, 0.885], [2.161, -0.836, 0.641], [2.593, 0.877, -0.831], [0.376, 0.103, -0.575], [-2.014, 0.405, -0.230], [-0.596, -0.492, 0.104], [1.763, 0.128, -0.233], [1.485, -1.453, 1.060], [-2.015, 1.468, -0.531], [-0.494, 0.884, -0.806], [-2.424, -0.139, -1.092], [2.156, 1.493, -1.506], [3.150, -0.914, 0.801], [-2.642, -0.523, 1.333]], "mulliken_charge": [-0.65, -0.54, -0.35, -0.73, -0.23, -0.46, 0.49, 0.46, 0.21, 0.39, 0.32, 0.31, 0.23, 0.22, 0.34]}